# 1
A single C27H49FN4O6 molecule in a non-equilibrium geometry, computed with wB97M-V/def2-TZVPD.

The geometry in XYZ format:
```
87
Properties=species:S:1:pos:R:3:mulliken_charge:R:1
C -4.3352 -2.0401 -7.2341 -0.55
C -4.0775 -3.5425 -6.9756 -0.74
C -2.9352 -3.7445 -5.9780 -0.70
C -1.5615 -3.3470 -6.5686 -0.70
C -0.7083 -2.4514 -5.6436 -0.83
C -0.2238 -1.1381 -6.2936 -1.00
C -0.9407 0.1125 -5.7615 -0.66
C -0.1499 0.7876 -4.6434 -0.46
C -0.8941 1.9869 -4.0586 -0.91
C -0.0218 2.9403 -3.2329 -0.78
C 0.9544 2.2459 -2.2707 -0.47
C 1.1217 3.0514 -0.9791 -0.66
C 2.3623 2.6495 -0.1548 -1.14
C 2.0402 2.3838 1.3318 -0.38
N 2.2503 0.9641 1.6491 0.12
C 1.5634 0.2493 2.5073 -0.70
N 1.9401 -1.0420 2.7480 0.38
C 3.3572 -1.1616 3.1854 -0.36
C 4.2605 -1.6054 2.0654 -0.24
O 5.4483 -1.6164 2.1614 -0.50
C 1.0166 -1.5933 3.7556 -0.06
C 1.3632 -3.0668 4.0653 0.26
O 1.9835 -3.2699 5.1172 -0.68
O 0.9886 -3.8418 3.1671 -0.77
O 1.0696 -0.7272 4.8694 -0.09
C 0.3354 0.4304 4.6014 -0.97
C 0.8968 1.5864 5.4518 -0.79
C 2.4096 1.6624 5.4724 -0.53
C 3.0158 0.6937 6.4492 0.44
O 2.4165 0.2764 7.3809 -0.52
O 4.3046 0.3889 6.2099 -0.42
N -1.0548 0.1757 4.9238 0.02
C -1.2385 -0.5855 6.1757 -0.17
C -1.4977 -2.0731 5.9464 -1.35
N 0.4776 0.8251 3.1452 1.13
C -0.7767 0.7776 2.3621 0.43
C -1.6534 2.0027 2.5785 -1.37
F -0.4092 0.7422 1.0118 -0.29
H -3.5517 -1.4397 -6.7708 -0.11
H -4.3413 -1.7973 -8.2939 0.25
H -5.2728 -1.7208 -6.7841 0.35
H -4.9874 -4.0039 -6.5954 0.39
H -3.8298 -4.0255 -7.9210 0.32
H -2.9312 -4.7911 -5.6695 0.41
H -3.1686 -3.1596 -5.0868 0.31
H -1.7501 -2.8553 -7.5221 0.40
H -1.0288 -4.2748 -6.7659 0.41
H 0.1675 -3.0349 -5.3559 0.39
H -1.2484 -2.2597 -4.7166 0.51
H 0.8473 -1.0405 -6.1105 0.44
H -0.3530 -1.2314 -7.3708 0.48
H -1.9223 -0.1806 -5.3828 0.25
H -1.0902 0.8150 -6.5833 0.42
H 0.0103 0.0339 -3.8705 0.31
H 0.7975 1.1203 -5.0720 0.26
H -1.7735 1.6467 -3.5088 0.35
H -1.2876 2.5564 -4.9057 0.35
H -0.6949 3.5487 -2.6231 0.42
H 0.4851 3.6179 -3.9191 0.35
H 1.9379 2.1540 -2.7337 0.35
H 0.5661 1.2501 -2.0597 0.21
H 1.1792 4.1054 -1.2522 0.51
H 0.2043 2.9341 -0.4008 0.26
H 3.0514 3.4904 -0.1748 0.27
H 2.8288 1.7791 -0.6114 0.51
H 1.0160 2.6597 1.5313 0.22
H 2.7003 2.9651 1.9755 0.51
H 3.0038 0.5255 1.1416 0.36
H 3.7536 -0.2197 3.5607 0.21
H 3.4620 -1.8869 3.9978 0.64
H 3.7683 -1.9022 1.1185 0.42
H 0.0218 -1.6028 3.3179 0.11
H 0.5246 2.4983 4.9788 0.27
H 0.4926 1.5667 6.4578 0.48
H 2.7039 2.6466 5.8483 0.66
H 2.8546 1.5884 4.4810 -0.21
H 4.7424 0.2881 7.0669 0.38
H -1.5755 1.0399 4.9764 0.39
H -2.1334 -0.1722 6.6449 0.52
H -0.4267 -0.4376 6.8883 0.22
H -0.5679 -2.6376 5.9334 0.25
H -2.0855 -2.2204 5.0450 0.28
H -2.0793 -2.4392 6.7934 0.48
H -1.3232 -0.1465 2.5236 0.45
H -1.6027 2.6573 1.7142 0.41
H -1.2527 2.5739 3.4176 0.34
H -2.6696 1.7312 2.8443 0.28
```

Its net charge is 0. The value obtained for the LUMO energy is -0.23 eV. For the HOMO energy, the calculation gives -8.1 eV.



# 2
5 unconnected molecules or ions with the total composition C26H47BrN2O7 in a non-equilibrium geometry, computed with wB97M-V/def2-TZVPD.

The geometry in XYZ format:
```
83
Properties=species:S:1:pos:R:3:mulliken_charge:R:1
C 4.3113 3.8138 1.5041 -0.89
C 2.6839 3.9349 1.1363 0.22
C 2.5431 3.4275 -0.4125 -0.54
Br 3.1725 4.9930 -1.5601 -0.11
C 1.0317 3.0874 -0.9217 -0.33
C 1.3047 1.7295 -1.8598 0.24
O 1.4358 1.6134 -3.1828 -0.61
O 1.4147 0.6923 -0.7809 -0.37
C 0.8342 1.1096 0.5391 0.15
C -0.0703 2.3945 0.0749 0.85
C -0.6741 3.4369 1.1843 -1.05
N -2.0743 3.1375 1.6659 -0.32
C -2.5472 4.3659 2.4734 -0.71
O -1.1686 2.0908 -0.9031 -0.47
C -1.8161 0.8107 -0.5854 0.65
N -2.3286 -0.3021 -0.1058 -0.54
H 4.5995 4.3721 2.4911 0.30
H 4.9941 4.1596 0.5937 0.30
H 4.5939 2.6662 1.6726 0.17
H 2.1402 3.2756 1.9354 -0.27
H 2.4372 5.0932 1.2834 0.34
H 3.3011 2.5602 -0.6181 0.50
H 0.5125 3.8238 -1.7014 0.56
H 1.8039 1.2608 1.1774 -0.29
H 0.3329 0.1913 1.0732 0.39
H -0.7214 4.5022 0.6518 0.41
H -0.0063 3.5877 2.1412 0.44
H -2.7743 3.0788 0.8945 0.22
H -1.7318 5.2248 2.4975 0.26
H -2.7980 4.1099 3.5884 0.25
H -3.5082 4.8080 1.9235 0.27
C 0.2864 -2.9210 -1.9872 0.12
C -0.5462 -3.5770 -0.9161 -0.46
C 0.4338 -4.5568 -0.3086 -0.49
O 1.7394 -3.9791 -0.4464 -0.46
C 1.6492 -2.8552 -1.3330 0.01
H -0.0863 -1.9408 -2.2950 0.31
H 0.3277 -3.5664 -2.8726 -0.22
H -0.8419 -2.8319 -0.1680 0.14
H -1.4511 -4.0584 -1.2955 0.35
H 0.4309 -5.5090 -0.8496 0.25
H 0.2285 -4.7548 0.7474 0.29
H 1.7568 -1.9460 -0.7315 -0.15
H 2.4658 -2.8919 -2.0592 0.30
C 0.3424 -4.3603 -7.3261 -0.53
C 1.2210 -4.2564 -6.1063 -0.42
C 1.0518 -5.6218 -5.4766 -0.33
O 0.8095 -6.5462 -6.5462 -0.43
C 0.5485 -5.8000 -7.7430 -0.48
H 0.5982 -3.6475 -8.1141 0.33
H -0.7049 -4.1991 -7.0439 0.27
H 2.2641 -4.1126 -6.4119 0.28
H 0.9459 -3.4396 -5.4342 0.26
H 0.1834 -5.6472 -4.8099 0.23
H 1.9345 -5.9354 -4.9119 0.29
H 1.4212 -5.9023 -8.3973 0.27
H -0.3226 -6.2176 -8.2554 0.28
C 3.8989 0.8917 6.3153 -0.56
C 3.4887 -0.0017 5.1732 -0.59
C 3.1497 1.0015 4.0923 -0.12
O 3.9865 2.1459 4.3094 -0.31
C 4.6063 2.0196 5.5967 -0.54
H 4.5309 0.3956 7.0563 0.35
H 3.0072 1.2747 6.8257 0.26
H 4.3405 -0.6162 4.8588 0.28
H 2.6563 -0.6681 5.4130 0.37
H 2.1078 1.3302 4.1677 0.19
H 3.3192 0.6070 3.0862 0.10
H 5.6644 1.7857 5.4363 0.29
H 4.5365 2.9692 6.1344 0.27
C -6.6381 -0.2007 0.2475 -0.54
C -7.6725 0.7140 0.8509 -0.54
C -7.2367 0.7739 2.2986 -0.45
O -5.8115 0.6134 2.3111 -0.43
C -5.3892 0.1885 1.0079 0.01
H -6.5305 -0.0895 -0.8344 0.33
H -6.8958 -1.2448 0.4615 0.29
H -7.5977 1.7090 0.3966 0.25
H -8.6988 0.3586 0.7286 0.35
H -7.6706 -0.0474 2.8787 0.27
H -7.5048 1.7197 2.7783 0.27
H -4.8810 1.0330 0.5298 -0.06
H -4.6798 -0.6383 1.1014 0.23
```

Its SMILES is CC[C@H](Br)[C@H]1C(=O)OC[C@]1(CNC)OC#N.C1CCOC1.C1CCOC1.C1CCOC1.C1CCOC1. Its net charge is 0. The value obtained for the LUMO energy is 0.00 eV. For the HOMO energy, the calculation gives -9.2 eV.



# 3
A molecular structure, C40H36Cl5FN2O4TeV, computed with wB97M-V/def2-TZVPD.

The geometry in XYZ format:
```
90
Properties=species:S:1:pos:R:3:lowdin_spin:R:1
V 0.2163 -1.9797 -2.7041 2.03
C 0.0275 5.2322 0.3679 0.00
C 1.0110 5.0801 -0.7882 0.00
C 2.3281 5.8100 -0.5644 0.00
C 3.0770 5.2166 0.6212 0.00
C 3.1617 3.7143 0.5116 0.00
C 4.1249 3.0155 1.2075 0.00
C 4.2163 1.6345 1.0823 0.00
F 5.1789 0.9971 1.7810 0.00
C 3.3795 0.9237 0.2712 0.00
C 2.3891 1.6097 -0.4383 0.00
C 1.4743 0.8345 -1.2996 0.00
O 1.6015 -0.3957 -1.3431 0.00
C 0.4998 1.6177 -2.0181 0.00
C 0.4594 2.9600 -1.8395 0.00
N 1.2869 3.6611 -1.0369 0.00
C 2.2750 2.9986 -0.3167 0.00
C -0.5750 1.0011 -2.8896 0.01
O -1.2676 1.7183 -3.5924 0.01
O -0.7047 -0.2604 -2.7068 0.03
H -0.1544 6.2874 0.5779 0.00
H 0.4071 4.7556 1.2725 0.00
H -0.9217 4.7590 0.1147 0.00
H 0.5445 5.4604 -1.6989 0.00
H 2.1295 6.8711 -0.4062 0.00
H 2.9363 5.7172 -1.4674 0.00
H 2.5802 5.4935 1.5558 0.00
H 4.0856 5.6300 0.6743 0.00
H 4.8290 3.5353 1.8453 0.00
H 3.4608 -0.1492 0.1562 0.00
H -0.3025 3.5239 -2.3661 0.00
Cl 3.1626 -1.2570 -3.7570 0.02
C 3.2366 -2.5780 -2.6238 0.01
C 2.0360 -3.0618 -2.1237 0.00
C 2.1409 -4.1874 -1.3226 0.01
Cl 0.6756 -4.9833 -0.7979 0.01
C 3.3626 -4.7524 -0.9488 0.00
Cl 3.4319 -6.1316 0.0922 0.00
C 4.5425 -4.1918 -1.4278 0.01
Cl 6.0715 -4.8598 -0.9730 0.00
C 4.4821 -3.1032 -2.2929 0.00
Cl 5.9407 -2.4270 -2.9307 0.00
C -2.3167 -4.7761 -3.8861 -0.01
C -0.9906 -4.2223 -4.3946 -0.02
O -0.4626 -4.7107 -5.3847 -0.03
N -0.5073 -3.1870 -3.6712 -0.14
Te -1.4667 -2.1157 -0.0696 0.03
C -1.2280 -2.2739 2.0376 0.02
C -2.3602 -2.2326 2.8571 0.00
C -3.7505 -2.0712 2.3012 0.00
C -2.1970 -2.3197 4.2379 0.00
C -0.9459 -2.4572 4.8186 0.00
C -0.7839 -2.5500 6.3128 0.00
C 0.1626 -2.5018 3.9844 0.00
C 0.0513 -2.4098 2.6010 0.00
C 1.3150 -2.4492 1.7820 0.00
C -2.3635 -0.1863 -0.1356 0.00
C -3.3540 0.0216 -1.1037 0.00
C -3.8259 -1.0628 -2.0326 0.00
C -3.8578 1.3059 -1.2962 0.00
C -3.4125 2.3872 -0.5591 0.00
C -3.9658 3.7701 -0.7824 0.00
C -2.4248 2.1635 0.3892 0.00
C -1.8740 0.9053 0.6066 0.00
C -0.7375 0.8114 1.5891 0.00
H -2.5917 -5.6631 -4.4531 0.00
H -3.0903 -4.0131 -3.9953 0.00
H -2.2345 -5.0126 -2.8237 0.00
H -3.9470 -2.8103 1.5231 0.00
H -3.8804 -1.0883 1.8416 0.00
H -4.4937 -2.1836 3.0902 0.00
H -3.0763 -2.2808 4.8726 0.00
H -1.7516 -2.5542 6.8136 0.00
H -0.2081 -1.7057 6.6968 0.00
H -0.2528 -3.4611 6.5929 0.00
H 1.1509 -2.6050 4.4211 0.00
H 2.1804 -2.2278 2.4083 0.00
H 1.2881 -1.7447 0.9501 0.00
H 1.4615 -3.4379 1.3452 0.00
H -3.8018 -2.0491 -1.5670 0.00
H -3.1686 -1.0959 -2.9058 0.00
H -4.8426 -0.8646 -2.3732 0.00
H -4.5964 1.4605 -2.0754 0.00
H -4.4358 3.8496 -1.7622 0.00
H -3.1766 4.5231 -0.7245 0.00
H -4.7150 4.0217 -0.0279 0.00
H -2.0490 2.9995 0.9720 0.00
H -0.4197 1.8104 1.8928 0.00
H 0.1172 0.2977 1.1430 0.00
H -1.0071 0.2563 2.4861 0.00
```

Its spin multiplicity is 3. The value obtained for the energy above the lowest of the compared OMol25 structures with the same formula, charge and spin is 0.551 eV. Its net charge is -1. The value obtained for the LUMO energy (spin up / spin down) is 1.88 / 1.88 eV. For the HOMO energy (spin up / spin down), the calculation gives -4.2 / -5.4 eV. Its expectation value of S² is 2.06.



# 4
A molecular structure, C55H52KN7OPS in a non-equilibrium geometry, computed with wB97M-V/def2-TZVPD.

The geometry in XYZ format:
```
118
Properties=species:S:1:pos:R:3:mulliken_charge:R:1
K 0.2658 -1.9642 -0.6511 1.17
C 2.4228 1.6999 3.3257 -1.06
N 2.6124 1.0896 1.9960 0.51
C 1.6911 1.1331 0.9074 -0.40
N 2.1616 0.3631 -0.1257 -0.44
C 3.4359 -0.0536 0.2976 0.42
C 3.6734 0.2709 1.6048 0.34
C 4.7801 0.0012 2.4910 -0.10
C 4.6009 -0.3614 3.8480 -0.55
C 5.6646 -0.3150 4.7959 -0.73
C 6.9409 0.0059 4.3456 -0.43
C 7.1101 0.5188 3.0153 -0.75
C 6.0435 0.4848 2.1268 -0.26
C 4.1829 -0.8252 -0.6900 0.69
C 5.3650 -1.5557 -0.4192 -0.23
C 6.1132 -2.1218 -1.4399 -0.93
C 5.5432 -2.2276 -2.7178 -0.26
C 4.3085 -1.6524 -2.9765 -0.89
C 3.6885 -0.8632 -1.9886 -0.19
P 0.2115 2.1314 0.8495 -0.47
C 0.0312 3.0362 -0.7508 -0.47
N 0.3661 2.5204 -1.9407 -0.37
C -0.0607 3.5251 -2.8317 0.15
C -0.5086 4.6656 -2.2180 0.42
N -0.5097 4.3138 -0.8494 0.32
C -0.9458 5.1327 0.2641 -1.07
C -0.6492 6.0027 -2.7555 -0.51
C 0.4411 6.4409 -3.6184 -0.22
C 0.4410 7.7328 -4.1516 -0.74
C -0.6573 8.6037 -3.9705 -0.36
C -1.7405 8.1444 -3.2328 -0.78
C -1.7328 6.8824 -2.6181 -0.11
C -0.1034 3.1052 -4.2319 0.95
C -0.6658 3.8987 -5.2431 -0.16
C -0.4836 3.5729 -6.5812 -0.79
C -0.0415 2.2628 -6.9137 -0.53
C 0.4729 1.4537 -5.9026 -0.52
C 0.4239 1.8679 -4.5924 -0.56
C -1.3312 1.1284 1.1951 -0.54
N -1.8710 0.2437 0.3508 -0.34
C -3.0804 -0.1593 0.8454 0.53
C -3.2606 0.3975 2.1328 0.39
N -2.1321 1.2487 2.2998 0.53
C -1.7759 2.2443 3.3501 -0.53
C -4.3268 0.1982 3.1014 -0.57
C -5.6730 0.4511 2.7462 -0.03
C -6.7068 0.5565 3.7025 -0.79
C -6.4226 0.3893 5.0239 -0.21
C -5.1161 0.1375 5.4494 -0.78
C -4.1035 -0.1336 4.4806 -0.47
C -3.7709 -1.1471 0.0943 0.72
C -3.3319 -1.4728 -1.1617 -0.22
C -3.9530 -2.5411 -1.8936 -0.88
C -4.9541 -3.2982 -1.2692 -0.48
C -5.3810 -2.9708 0.0119 -0.91
C -4.7589 -1.9406 0.7076 -0.21
H 1.6417 2.4669 3.3140 0.39
H 3.3762 1.9953 3.8054 0.37
H 2.0165 0.9397 4.0596 0.30
H 3.6256 -0.7125 4.1835 0.52
H 5.3884 -0.5568 5.8373 0.36
H 7.7971 -0.2150 4.9761 0.41
H 8.1137 0.9413 2.7039 0.32
H 6.2046 0.8822 1.1285 0.47
H 5.8009 -1.5664 0.5356 0.67
H 7.1434 -2.5554 -1.2792 0.33
H 6.0910 -2.8404 -3.5149 0.29
H 3.7811 -1.8206 -3.9201 0.40
H 2.7828 -0.2714 -2.2223 0.69
H -1.1278 6.1641 -0.0124 0.44
H -0.2704 5.1141 1.0908 0.35
H -1.9293 4.7767 0.5676 0.30
H 1.1961 5.7330 -3.8593 0.53
H 1.3175 8.0810 -4.7415 0.34
H -0.6364 9.5787 -4.4449 0.41
H -2.6409 8.7067 -3.2098 0.41
H -2.6049 6.5970 -2.0532 0.53
H -1.0962 4.8895 -5.0381 0.46
H -0.8536 4.2582 -7.3657 0.35
H -0.1335 1.8469 -7.9190 0.38
H 0.9972 0.5379 -6.1473 0.40
H 0.7775 1.2554 -3.7484 0.32
H -2.3127 3.2182 3.1097 0.19
H -0.6905 2.2901 3.3052 0.08
H -1.9980 1.8539 4.3272 0.40
H -6.0389 0.5061 1.7492 0.47
H -7.7538 0.7118 3.3626 0.34
H -7.1643 0.5359 5.8253 0.35
H -4.9160 0.0454 6.5341 0.35
H -3.1522 -0.5402 4.7290 0.64
H -2.5934 -0.7626 -1.6833 0.60
H -3.6927 -2.8189 -2.9173 0.51
H -5.2808 -4.1880 -1.8018 0.41
H -6.1570 -3.4880 0.5817 0.41
H -5.0466 -1.7818 1.7811 0.27
C 0.7764 -4.9104 4.5451 -1.15
C -0.1866 -5.1916 3.3009 -0.12
C -0.0174 -4.1801 2.2808 -0.20
N -0.0065 -3.3330 1.4762 -0.07
H 0.4600 -5.4552 5.4152 0.36
H 0.8326 -3.8577 4.7635 0.33
H 1.7435 -5.2764 4.2343 0.33
H -1.2252 -5.1878 3.6115 0.31
H -0.0579 -6.1658 2.8041 0.19
O 1.1626 -4.4054 -2.1195 -0.56
S 0.8314 -5.7801 -2.5941 0.25
C 0.8544 -6.8986 -1.1791 -0.85
C -0.4269 -6.5887 -0.4164 0.13
C -1.5156 -6.5675 -1.5144 -0.77
C -0.9818 -5.8413 -2.7518 -0.31
H 1.7635 -6.7698 -0.5786 0.42
H 0.8115 -7.9253 -1.5211 0.41
H -0.3585 -5.5784 0.0609 -0.40
H -0.6334 -7.2508 0.4217 0.51
H -2.4188 -6.1068 -1.0760 0.27
H -1.8093 -7.5835 -1.7981 0.34
H -1.3770 -4.7893 -2.9110 0.07
H -1.1250 -6.4168 -3.7063 0.41
```

The value obtained for the energy above the lowest of the compared OMol25 structures with the same formula, charge and spin is 0.796 eV. Its net charge is +1. The value obtained for the LUMO energy is -1.95 eV. For the HOMO energy, the calculation gives -9.2 eV.



# 5
A molecular structure, C3H4DyO2 in a non-equilibrium geometry, computed with wB97M-V/def2-TZVPD.

The geometry in XYZ format:
```
10
Properties=species:S:1:pos:R:3:lowdin_spin:R:1
O 0.1776 1.1628 -1.5559 -0.01
C 1.1127 0.4378 -0.9448 0.06
C 0.9380 -0.5741 -0.0629 0.07
O -0.2513 -1.1085 0.3576 0.19
C -1.2565 -0.1982 0.9073 0.22
Dy -1.7254 1.4278 -0.7430 4.44
H 2.1586 0.7074 -1.1564 0.00
H 1.8214 -1.1849 0.1658 0.00
H -0.8689 0.1814 1.8731 0.02
H -2.1063 -0.8515 1.1593 0.01
```

Its spin multiplicity is 6. The value obtained for the energy above the lowest of the compared OMol25 structures with the same formula, charge and spin is 0.000 eV. Its net charge is +1. The value obtained for the LUMO energy (spin up / spin down) is -5.35 / -6.12 eV. For the HOMO energy (spin up / spin down), the calculation gives -12.5 / -12.2 eV. Its expectation value of S² is 9.54.



# 6
A molecular structure, H7O3 in a non-equilibrium geometry, computed with wB97M-V/def2-TZVPD.

The geometry in XYZ format:
```
10
Properties=species:S:1:pos:R:3:lowdin_spin:R:1
O -1.2466 1.0014 1.3395 0.94
H -1.3896 1.9784 1.1373 0.01
H -1.1215 0.8694 2.3422 0.01
O 1.7863 -0.5136 -0.6764 0.00
H 2.2988 -1.3388 -0.6646 0.00
H 2.3212 0.1372 -1.1613 0.00
O -0.5993 -0.5420 -0.5991 0.03
H 0.5162 -0.3689 -0.7717 0.00
H -1.1269 -0.2568 0.1903 0.00
H -1.0886 -0.5163 -1.4444 0.00
```

Its spin multiplicity is 2. The value obtained for the energy above the lowest of the compared OMol25 structures with the same formula, charge and spin is 0.000 eV. Its net charge is +2. The value obtained for the LUMO energy (spin up / spin down) is -9.91 / -17.87 eV. For the HOMO energy (spin up / spin down), the calculation gives -22.4 / -22.4 eV. Its expectation value of S² is 0.75.